Molecular formula: C38H67N6O3
Method: DFT, ωB97M-V with the def2-TZVPD basis set

Results
- molecular weight (g/mol) = 655.99
- Kohn-Sham gap (spin up / spin down) (eV) = 8.38 / 9.25
- highest occupied orbital energy (spin up / spin down) (eV) = -8.244 / -9.116
- spin multiplicity = 2
- DFT total energy (eV) = -55562.79783
- charge = 0

Bonds (Å) are listed after each position.
Positions of all 114 atoms, in Å:
1 C -7.234 -3.254 -3.555  C2 1.492, H23 1.177, H24 1.170
2 C -6.501 -3.937 -2.450  C1 1.492, C3 1.648, H25 1.170
3 C -5.119 -4.771 -2.783  C2 1.648, O4 1.359, O5 1.473
4 O -4.553 -4.513 -3.991  C3 1.359
5 O -4.452 -5.734 -1.889  C3 1.473, C6 1.475
6 C -4.616 -5.377 -0.467  O5 1.475, C7 1.639, H26 1.186, H27 1.185
7 C -3.888 -3.973 -0.034  C6 1.639, C8 1.672, H28 1.193, H29 1.194
8 C -2.721 -4.168 1.147  C7 1.672, C9 1.639, H30 1.184, H31 1.170
9 C -1.269 -4.501 0.463  C8 1.639, C10 1.639, H32 1.194, H33 1.187
10 C -0.200 -3.258 0.459  C9 1.639, C11 1.662, H34 1.190, H35 1.194
11 C -0.851 -1.810 -0.032  C10 1.662, C12 1.645, H36 1.170, H37 1.194
12 C 0.100 -1.011 -1.111  C11 1.645, C13 1.637, C22 1.638, H38 1.194
13 C -0.436 0.476 -1.538  C12 1.637, C14 1.636, H39 1.194, H40 1.181
14 C -1.557 0.508 -2.729  C13 1.636, C15 1.673, C16 1.673, N17 1.508
15 C -2.995 0.931 -1.987  C14 1.673, H41 1.191, H42 1.174, H43 1.192
16 C -1.302 1.730 -3.843  C14 1.673, H44 1.194, H45 1.171, H46 1.194
17 N -1.825 -0.809 -3.413  C14 1.508, O18 1.343, C19 1.507
18 O -2.781 -1.538 -2.814  N17 1.343
19 C -0.579 -1.596 -3.730  N17 1.507, C20 1.673, C21 1.664, C22 1.637
20 C -1.109 -3.116 -4.189  C19 1.673, H47 1.187, H48 1.192, H49 1.190
21 C 0.261 -1.033 -5.052  C19 1.664, H50 1.170, H51 1.193, H52 1.194
22 C 0.444 -1.844 -2.478  C12 1.638, C19 1.637, H53 1.190, H54 1.188
23 H -7.967 -2.383 -3.255  C1 1.177
24 H -7.001 -3.587 -4.652  C1 1.170
25 H -6.875 -3.851 -1.344  C2 1.170
26 H -5.764 -5.371 -0.169  C6 1.186
27 H -4.130 -6.261 0.154  C6 1.185
28 H -4.685 -3.140 0.274  C7 1.193
29 H -3.333 -3.550 -1.002  C7 1.194
30 H -2.648 -3.114 1.682  C8 1.184
31 H -3.077 -4.929 1.962  C8 1.170
32 H -0.794 -5.386 1.108  C9 1.194
33 H -1.442 -4.959 -0.619  C9 1.187
34 H 0.713 -3.603 -0.223  C10 1.190
35 H 0.275 -3.120 1.545  C10 1.194
36 H -1.961 -1.955 -0.373  C11 1.170
37 H -0.902 -1.148 0.960  C11 1.194
38 H 1.143 -0.840 -0.556  C12 1.194
39 H -0.927 0.949 -0.558  C13 1.194
40 H 0.480 1.177 -1.793  C13 1.181
41 H -3.127 0.339 -0.962  C15 1.191
42 H -3.919 0.827 -2.705  C15 1.174
43 H -2.894 2.074 -1.662  C15 1.192
44 H -1.344 1.249 -4.935  C16 1.194
45 H -0.283 2.285 -3.684  C16 1.171
46 H -2.220 2.493 -3.822  C16 1.194
47 H -1.406 -3.769 -3.243  C20 1.187
48 H -2.006 -3.049 -4.970  C20 1.192
49 H -0.189 -3.687 -4.681  C20 1.190
50 H 0.655 0.061 -4.925  C21 1.170
51 H -0.453 -1.173 -5.998  C21 1.193
52 H 1.214 -1.710 -5.298  C21 1.194
53 H 1.516 -1.473 -2.840  C22 1.190
54 H 0.566 -3.014 -2.316  C22 1.188
55 C -1.914 2.092 2.647  C56 1.523, H60 1.094, H61 1.095, H62 1.095
56 C -3.413 2.281 2.459  C55 1.523, C57 1.529, H63 1.097, H64 1.096
57 C -4.214 0.997 2.675  C56 1.529, C58 1.469, H65 1.096, H66 1.096
58 C -3.894 -0.033 1.678  C57 1.469, N59 1.161
59 N -3.633 -0.848 0.893  C58 1.161
60 H -1.503 1.390 1.915  C55 1.094
61 H -1.395 3.047 2.520  C55 1.095
62 H -1.689 1.715 3.650  C55 1.095
63 H -3.603 2.681 1.456  C56 1.097
64 H -3.762 3.035 3.175  C56 1.096
65 H -5.282 1.232 2.613  C57 1.096
66 H -4.032 0.608 3.684  C57 1.096
67 C 2.513 2.834 4.620  C68 1.523, H72 1.094, H73 1.095, H74 1.095
68 C 3.415 2.040 3.684  C67 1.523, C69 1.529, H75 1.097, H76 1.096
69 C 3.031 2.186 2.212  C68 1.529, C70 1.469, H77 1.096, H78 1.096
70 C 1.703 1.629 1.925  C69 1.469, N71 1.161
71 N 0.649 1.195 1.702  C70 1.161
72 H 1.478 2.482 4.574  C67 1.094
73 H 2.855 2.725 5.655  C67 1.095
74 H 2.527 3.899 4.369  C67 1.095
75 H 3.398 0.983 3.977  C68 1.097
76 H 4.446 2.390 3.814  C68 1.096
77 H 3.776 1.665 1.599  C69 1.096
78 H 3.064 3.242 1.920  C69 1.096
79 C 2.544 5.934 -4.162  C80 1.523, H84 1.094, H85 1.095, H86 1.095
80 C 2.083 4.532 -3.787  C79 1.523, C81 1.529, H87 1.097, H88 1.096
81 C 1.250 4.495 -2.506  C80 1.529, C82 1.469, H89 1.096, H90 1.096
82 C 2.024 4.903 -1.326  C81 1.469, N83 1.161
83 N 2.637 5.233 -0.397  C82 1.161
84 H 3.204 6.358 -3.398  C79 1.094
85 H 3.102 5.908 -5.104  C79 1.095
86 H 1.690 6.606 -4.291  C79 1.095
87 H 2.959 3.879 -3.688  C80 1.097
88 H 1.478 4.132 -4.610  C80 1.096
89 H 0.881 3.474 -2.354  C81 1.096
90 H 0.369 5.138 -2.614  C81 1.096
91 C 4.869 6.862 1.180  C92 1.523, H96 1.094, H97 1.095, H98 1.095
92 C 6.333 7.143 1.492  C91 1.523, C93 1.529, H99 1.097, H100 1.096
93 C 7.095 5.904 1.963  C92 1.529, C94 1.469, H101 1.096, H102 1.096
94 C 6.589 5.391 3.243  C93 1.469, N95 1.161
95 N 6.180 4.984 4.250  C94 1.161
96 H 4.325 6.532 2.070  C91 1.094
97 H 4.382 7.771 0.812  C91 1.095
98 H 4.773 6.090 0.411  C91 1.095
99 H 6.396 7.935 2.247  C92 1.097
100 H 6.815 7.527 0.585  C92 1.096
101 H 8.154 6.164 2.078  C93 1.096
102 H 7.042 5.120 1.199  C93 1.096
103 C 2.819 -5.612 5.524  C104 1.523, H108 1.094, H109 1.095, H110 1.095
104 C 2.108 -6.393 4.426  C103 1.523, C105 1.529, H111 1.097, H112 1.096
105 C 1.723 -5.528 3.226  C104 1.529, C106 1.469, H113 1.096, H114 1.096
106 C 0.737 -4.497 3.575  C105 1.469, N107 1.161
107 N -0.036 -3.677 3.856  C106 1.161
108 H 2.175 -4.835 5.945  C103 1.094
109 H 3.105 -6.285 6.339  C103 1.095
110 H 3.728 -5.137 5.140  C103 1.095
111 H 1.216 -6.875 4.847  C104 1.097
112 H 2.772 -7.195 4.082  C104 1.096
113 H 1.302 -6.174 2.446  C105 1.096
114 H 2.618 -5.060 2.801  C105 1.096

Atom charges from the Löwdin analysis, given in e for atoms 1 to 4: atom 1 (C): 0.023, atom 2 (C): -0.055, atom 3 (C): -0.250, atom 4 (O): -0.052